{"formula": "C32H85Cl8F6N7O7P", "method": "wB97M-V/def2-TZVPD", "symbols": ["P", "F", "F", "F", "F", "F", "F", "C", "C", "C", "O", "C", "N", "H", "H", "H", "H", "H", "H", "H", "H", "H", "H", "H", "C", "C", "C", "O", "C", "N", "H", "H", "H", "H", "H", "H", "H", "H", "H", "H", "H", "C", "C", "C", "O", "C", "N", "H", "H", "H", "H", "H", "H", "H", "H", "H", "H", "H", "C", "C", "C", "O", "C", "N", "H", "H", "H", "H", "H", "H", "H", "H", "H", "H", "H", "C", "C", "C", "O", "C", "N", "H", "H", "H", "H", "H", "H", "H", "H", "H", "H", "H", "C", "C", "C", "O", "C", "N", "H", "H", "H", "H", "H", "H", "H", "H", "H", "H", "H", "C", "C", "C", "O", "C", "N", "H", "H", "H", "H", "H", "H", "H", "H", "H", "H", "H", "C", "Cl", "Cl", "H", "H", "C", "Cl", "Cl", "H", "H", "C", "Cl", "Cl", "H", "H", "C", "Cl", "Cl", "H", "H"], "coordinates": [[-0.26416, 0.42076, -0.34815], [0.68263, 1.71174, -0.18265], [-1.26020, 1.22442, -1.32714], [0.57439, -0.10617, -1.60255], [-1.25120, -0.86472, -0.47843], [0.62397, -0.46080, 0.70095], [-1.11437, 0.89072, 0.99169], [0.40083, -3.14322, -2.46229], [0.64570, -4.05569, -1.22187], [1.33658, -5.34424, -1.63560], [1.81010, -6.01403, -0.47664], [2.21699, -7.31937, -0.81503], [1.44262, -3.26562, -0.28009], [0.03674, -3.64226, -3.37361], [1.25738, -2.50902, -2.68187], [-0.48237, -2.53147, -2.26459], [-0.36598, -4.29719, -0.89121], [2.23749, -5.07083, -2.20597], [0.67164, -5.95296, -2.25428], [2.77198, -7.31845, -1.76164], [1.32088, -7.91592, -1.05189], [2.73241, -7.86102, -0.02709], [1.05163, -2.32192, -0.30029], [2.33340, -3.13493, -0.76241], [-0.29387, 2.87275, -4.96069], [-0.68394, 4.24816, -4.43637], [-0.98982, 5.24580, -5.54920], [0.13510, 5.69173, -6.24153], [-0.12547, 6.49983, -7.34353], [-1.81945, 4.09923, -3.52582], [-1.11505, 2.34492, -5.45108], [0.05796, 2.21496, -4.16479], [0.47135, 3.01808, -5.72646], [0.16667, 4.66029, -3.87628], [-1.46532, 6.11032, -5.05523], [-1.79845, 4.86701, -6.18946], [-0.69223, 7.39420, -7.04164], [-0.72909, 5.97150, -8.09107], [0.78022, 6.88574, -7.80680], [-2.05182, 5.01409, -3.14213], [-1.53491, 3.55499, -2.72096], [3.19886, 8.16807, -2.79755], [2.70151, 7.76394, -1.42151], [1.98715, 6.42864, -1.44476], [1.52012, 6.13828, -0.15537], [1.11641, 4.79729, -0.01509], [3.86247, 7.80662, -0.50272], [2.30564, 8.46116, -3.37100], [3.60941, 7.38013, -3.43247], [3.81457, 9.06345, -2.80810], [2.03271, 8.53216, -1.01996], [2.71002, 5.73004, -1.89075], [1.14719, 6.49029, -2.14956], [0.37933, 4.45454, -0.75289], [0.63032, 4.63441, 0.94681], [1.97998, 4.12871, -0.08410], [3.49668, 7.44755, 0.38367], [4.48929, 7.04551, -0.77526], [-6.23719, -3.89005, 2.58116], [-6.30946, -4.07734, 1.05027], [-4.97759, -4.50162, 0.44753], [-3.93660, -3.53502, 0.62118], [-4.16281, -2.33716, -0.08957], [-7.25385, -5.16616, 0.76338], [-6.01591, -4.80093, 3.13903], [-7.19522, -3.52743, 2.95525], [-5.43048, -3.16958, 2.75167], [-6.61779, -3.14429, 0.58134], [-5.09879, -4.79076, -0.59978], [-4.55094, -5.36944, 0.95602], [-4.13093, -2.45911, -1.17416], [-3.33832, -1.65822, 0.13674], [-5.04348, -1.77577, 0.23662], [-7.15071, -5.91006, 1.45090], [-8.20009, -4.88822, 1.02309], [-2.20221, -1.79158, 3.04889], [-1.24116, -3.00033, 3.01498], [-1.68629, -4.14419, 3.90049], [-0.73626, -5.17634, 3.80584], [-1.13775, -6.31408, 4.52140], [-1.08596, -3.43518, 1.63624], [-1.77893, -0.93710, 2.52473], [-2.32588, -1.44256, 4.08741], [-3.21369, -2.03690, 2.72512], [-0.29948, -2.67610, 3.47600], [-2.70693, -4.41762, 3.57430], [-1.80692, -3.88678, 4.96411], [-0.39872, -7.09051, 4.33112], [-2.15544, -6.63849, 4.27405], [-1.15014, -6.10563, 5.60307], [-0.95540, -2.57932, 1.10110], [-1.96339, -3.76913, 1.24448], [7.56822, -1.60681, 1.98936], [6.35284, -1.36241, 2.87422], [5.12197, -0.88590, 2.09735], [4.00199, -1.00163, 2.93568], [2.92748, -0.14624, 2.53064], [6.07965, -2.57008, 3.71221], [7.43240, -2.54620, 1.44656], [8.43939, -1.76479, 2.62974], [7.79822, -0.78824, 1.30528], [6.61627, -0.60006, 3.61327], [4.99602, -1.58491, 1.25491], [5.23231, 0.14337, 1.75080], [1.98051, -0.42178, 2.97867], [2.77524, -0.36479, 1.46887], [3.19554, 0.89722, 2.66479], [6.32013, -3.37478, 3.13285], [6.84253, -2.57673, 4.38690], [-2.20035, 2.40501, 3.84054], [-0.78027, 2.31282, 4.40458], [-0.41822, 0.87943, 4.83861], [0.87213, 0.93318, 5.41243], [1.24653, -0.26511, 6.04578], [0.09520, 2.74559, 3.29033], [-2.43515, 3.43872, 3.58146], [-2.92417, 2.12913, 4.61438], [-2.32489, 1.80394, 2.94181], [-0.64780, 3.00392, 5.23829], [-0.48567, 0.17774, 4.00510], [-1.17817, 0.56194, 5.56596], [0.40190, -0.71604, 6.57548], [2.08919, -0.07168, 6.70919], [1.62094, -1.01624, 5.33829], [0.93501, 2.17198, 3.33603], [-0.30349, 2.43984, 2.40658], [0.97608, -0.59152, -4.93829], [0.44195, -0.43811, -6.60300], [2.41737, 0.44610, -4.70206], [0.15743, -0.28968, -4.29013], [1.18246, -1.63523, -4.73172], [-4.49735, 1.64923, -0.82497], [-4.38459, 1.33162, 0.92048], [-5.84305, 0.76968, -1.55132], [-4.52912, 2.72161, -0.98675], [-3.54606, 1.31022, -1.22586], [3.82206, 1.37934, -1.07633], [5.12453, 1.62991, -2.25049], [4.14101, 2.28951, 0.43130], [2.88690, 1.68724, -1.52665], [3.82932, 0.34254, -0.76119], [-3.18070, -0.04604, -4.34689], [-2.90497, -0.09519, -6.09715], [-3.00309, -1.65388, -3.59021], [-2.38875, 0.58380, -3.95411], [-4.15278, 0.39017, -4.14932]], "forces_ev_per_a": [[-0.9, -0.8, 2.0], [0.1, -0.2, -0.2], [-0.1, 0.6, -0.2], [0.5, 0.1, -0.2], [-0.2, -0.1, -0.2], [0.5, 0.3, -0.7], [-0.1, 0.4, -0.9], [-1.2, -0.6, -0.4], [-0.2, 0.8, -1.5], [0.8, 0.9, 0.8], [0.0, -0.6, 0.0], [-1.1, -0.2, -0.9], [-0.1, -0.1, -0.2], [0.6, -0.4, 0.0], [0.0, -0.1, 0.0], [0.4, 0.5, 0.4], [0.3, 0.0, 0.9], [-0.1, -0.1, -0.4], [0.0, -0.2, 0.1], [0.5, 0.0, 0.2], [0.0, -0.1, 0.1], [0.3, 0.5, 0.2], [0.0, -0.3, 0.4], [0.1, -0.1, 0.3], [0.1, 0.2, -0.5], [0.7, -0.5, 0.1], [-1.5, 0.6, 0.8], [1.1, -0.8, 0.2], [-1.0, 0.6, -0.1], [-0.5, 0.7, -0.1], [-0.3, 0.3, 0.0], [0.2, 0.2, 0.0], [0.2, -0.3, 0.2], [0.2, 0.0, -0.2], [0.0, 0.2, 0.0], [0.3, -0.3, -0.4], [-0.1, -0.1, 0.0], [0.1, 0.0, -0.1], [0.3, -0.4, 0.2], [-0.1, -0.1, -0.1], [0.1, -0.3, 0.0], [-1.7, 0.4, -1.1], [1.1, 0.7, 0.4], [0.0, 0.7, -0.6], [0.1, -0.1, -0.1], [-0.1, -0.8, 0.2], [-0.4, -1.1, 0.4], [0.1, 0.0, 0.0], [0.5, -0.2, 0.5], [0.3, -0.2, 0.3], [-0.2, -0.1, -0.3], [-0.1, -0.6, 0.5], [-0.1, -0.1, 0.0], [0.1, 0.4, -0.3], [0.3, 0.3, 0.2], [0.0, 0.0, 0.0], [0.2, 0.3, 0.0], [0.1, 0.2, -0.2], [0.6, 0.8, -0.7], [0.0, -1.3, 1.3], [1.0, 0.2, 0.4], [-0.9, -0.1, -0.3], [0.7, 0.9, 0.2], [-1.1, -0.1, -0.1], [0.2, -0.2, -0.3], [0.1, 0.3, 0.0], [-0.2, 0.1, 0.5], [-0.3, -0.1, -0.1], [-0.1, 0.3, -0.1], [-0.4, -0.2, 0.1], [-0.4, -0.3, 0.0], [0.1, -0.2, 0.1], [-0.3, -0.3, -0.1], [0.7, -0.1, -0.2], [0.1, 0.5, -0.5], [0.1, -0.2, 1.7], [-0.6, 0.8, 0.2], [-0.5, 0.2, -0.1], [-0.5, -0.4, -0.1], [0.2, 0.3, 0.4], [0.4, 0.2, -0.4], [-0.1, -0.2, -0.4], [0.0, 0.0, 0.0], [0.1, -0.1, -0.5], [0.3, 0.0, -0.7], [0.2, -0.6, -0.1], [0.1, 0.5, -0.1], [-0.2, -0.1, -0.1], [0.1, -0.1, -0.3], [0.1, 0.0, 0.0], [0.5, -0.1, -0.1], [-0.2, -0.2, 0.5], [0.1, -0.1, 0.2], [0.1, 0.1, 0.7], [-0.1, -1.1, 0.6], [-0.6, 0.5, 0.8], [0.8, -1.0, -1.2], [0.7, 0.2, -0.6], [-0.1, 0.2, -0.3], [0.0, 0.1, 0.0], [-0.1, 0.0, -0.1], [-0.2, 0.2, -0.1], [-0.1, 0.3, -0.3], [0.3, 0.0, -0.2], [0.2, -0.1, 0.6], [-0.1, 0.5, -0.1], [-0.2, 0.2, 0.2], [-0.4, -0.1, 0.0], [-0.2, 0.0, 0.2], [-0.2, 0.2, 1.0], [0.0, -0.5, -1.8], [-0.6, 1.0, 0.3], [-0.2, -0.1, 0.1], [0.3, -0.5, -0.4], [0.6, -0.3, 0.2], [0.2, 0.0, -0.1], [-0.1, -0.2, -0.2], [0.0, -0.2, 0.1], [0.0, -0.1, 0.1], [0.2, 0.0, -0.3], [0.2, -0.2, 0.3], [0.1, 0.1, 0.2], [-0.2, 0.2, 0.2], [-0.2, 0.1, -0.2], [0.3, 0.4, 0.2], [-0.3, 0.1, 0.1], [0.0, 0.2, 0.1], [-0.1, -0.1, -0.4], [-0.4, -0.5, 0.3], [0.2, 0.3, 0.1], [0.4, 0.1, -0.1], [1.0, -0.1, 0.4], [-0.2, 0.2, -0.1], [0.0, 0.2, -0.2], [-0.6, 0.0, 0.0], [-0.2, -0.3, -0.2], [0.4, 0.0, 0.5], [0.0, 0.0, -0.1], [-0.2, 0.2, -0.5], [-0.1, 0.0, 0.2], [-0.2, -0.1, -0.3], [0.6, 0.0, 0.0], [-0.4, -0.1, 0.0], [-0.2, 0.5, -0.2], [-0.1, 0.0, 0.2], [-0.1, -0.3, 0.1]], "orbital_gap_ev": 8.18, "charge": -1, "homo_ev": -6.021, "multiplicity": 1, "e_tot_ev": -185104.1927, "molar_mass_g_mol": 1108.66, "max_force_ha_per_bohr": 0.0455, "lumo_energy_ha": 0.0794}